{"formula": "C7H10", "method": "ωB97M-V/def2-TZVPD", "molar_mass_da": 94.16, "orbital_gap_ha": 0.3018, "homo_energy_ev": -7.2, "energy_ha": -272.48911, "elements": ["C", "C", "C", "C", "C", "C", "C", "H", "H", "H", "H", "H", "H", "H", "H", "H", "H"], "xyz": [[-0.017, -1.441, -0.564], [-0.611, -0.808, -1.761], [-0.650, 0.218, -0.696], [0.545, 1.157, -0.547], [0.717, 0.896, 0.936], [-0.573, 0.879, 1.715], [-0.106, -0.356, 0.994], [1.057, -1.603, -0.589], [-0.599, -2.237, -0.110], [0.130, -0.651, -2.551], [-1.558, -1.204, -2.130], [1.453, 0.875, -1.110], [0.281, 2.188, -0.815], [1.663, 1.038, 1.449], [-1.444, 1.405, 1.347], [-0.451, 0.840, 2.797], [0.164, -1.196, 1.635]], "forces_ev_per_a": [[0.1, -0.4, -0.1], [0.0, -0.1, -0.1], [0.0, 0.0, -0.1], [0.0, 0.0, 0.0], [0.2, 0.1, 0.0], [-0.1, 0.2, 0.1], [0.1, -0.1, 0.3], [-0.1, 0.1, 0.0], [0.1, 0.2, 0.0], [-0.1, 0.1, 0.1], [0.1, 0.1, 0.0], [-0.1, 0.0, 0.0], [0.0, -0.2, 0.0], [-0.1, 0.0, -0.1], [0.1, -0.1, 0.0], [0.0, 0.0, -0.1], [-0.1, 0.1, -0.2]], "nbo_charge": [-0.30, -0.48, -0.10, -0.45, -0.25, -0.40, -0.17, 0.22, 0.23, 0.21, 0.21, 0.17, 0.22, 0.22, 0.23, 0.21, 0.22]}